2 unconnected molecules or ions with the total composition C4H12NO. Source: the OMol25 dataset; level of theory: wB97M-V/def2-TZVPD.

Geometry as XYZ:
```
18
Properties=species:S:1:pos:R:3:lowdin_charge:R:1
C -2.18 -1.80 1.72 -0.079
C -0.72 -1.63 1.24 -0.227
C -0.33 -0.19 0.97 -0.069
C -0.39 0.27 -0.28 -0.064
N 0.29 1.58 -0.57 0.201
H -2.63 -2.58 1.11 0.079
H -2.72 -0.86 1.66 0.072
H -2.30 -2.04 2.78 0.075
H -0.56 -2.22 0.35 0.106
H -0.06 -2.09 1.98 0.117
H -0.07 0.46 1.80 0.129
H -0.54 -0.37 -1.14 0.133
H 1.15 1.50 -1.10 0.109
H -0.47 2.18 -0.91 0.170
H 0.55 2.02 0.32 0.163
H 2.85 1.79 -3.18 0.062
H 3.45 0.75 -2.29 0.056
O 2.67 1.28 -2.39 -0.032
```

Values from the calculation:
Orbital gap in hartree: 0.4118
Charge: +1
Relative energy (zero: lowest compared OMol25 entry of this formula, charge and spin) in eV: 1.272
Electronic energy in eV: -7873.0193
E_HOMO in eV: -14.509

---

C2H4O2S in the gas phase. Source: the OMol25 dataset; level of theory: wB97M-V/def2-TZVPD.

Geometry as XYZ:
```
9
Properties=species:S:1:pos:R:3:lowdin_charge:R:1
C -0.40 0.35 0.68 -0.367
C 0.70 -0.34 -1.29 -0.077
O -1.78 0.68 2.94 -0.628
O 0.66 0.46 -0.13 -0.154
S -0.46 0.90 2.35 0.877
H -1.23 -0.25 0.35 0.078
H -0.16 -0.96 -1.65 0.118
H 1.56 -0.98 -1.14 0.092
H 1.11 0.13 -2.11 0.060
```

Values from the calculation:
Orbital gap (spin up / spin down) in hartree: 0.3100 / 0.3100
Relative energy (zero: lowest compared OMol25 entry of this formula, charge and spin) in eV: 3.140
Electronic energy in eV: -17066.1303
E_HOMO (spin up / spin down) in eV: -8.311 / -8.311

---

A molecular structure, C21H29MnN4OS2. Source: the OMol25 dataset; level of theory: wB97M-V/def2-TZVPD.

Geometry as XYZ:
```
58
Properties=species:S:1:pos:R:3:lowdin_charge:R:1
Mn -0.87 -1.37 -1.02 0.406
N -2.76 -3.26 -1.43 0.010
N -3.70 -2.81 -2.37 -0.085
C -3.55 -1.56 -2.94 -0.813
N -4.24 -1.32 -4.09 0.081
S -2.60 -0.38 -2.26 0.755
H -2.18 -4.02 -1.78 0.097
H -3.20 -3.51 -0.56 0.102
H -4.18 -3.51 -2.93 0.141
H -5.06 -1.88 -4.29 0.100
H -4.33 -0.35 -4.33 0.089
C -1.12 -1.32 0.91 -0.124
C -1.46 -1.05 2.05 -0.139
C -1.95 -0.75 3.35 -0.271
C -1.57 0.42 4.01 -0.043
C -2.10 0.72 5.25 -0.097
C -3.01 -0.14 5.85 -0.104
C -3.38 -1.30 5.20 -0.096
C -2.86 -1.61 3.96 -0.045
H -0.87 1.10 3.54 0.104
H -1.81 1.63 5.75 0.098
H -3.43 0.10 6.82 0.096
H -4.10 -1.98 5.66 0.098
H -3.15 -2.52 3.45 0.110
C 3.35 6.83 -1.13 -0.051
C 2.56 5.56 -1.00 -0.272
C 2.79 4.48 -1.84 -0.035
C 2.10 3.29 -1.67 -0.058
C 1.17 3.18 -0.65 -0.383
C 0.90 4.27 0.17 -0.098
C 1.59 5.45 0.00 -0.041
S 0.20 1.70 -0.21 0.931
C 1.55 0.91 0.77 -0.201
O 0.08 0.80 -1.38 -0.619
H 4.21 6.70 -1.78 0.075
H 3.70 7.16 -0.15 0.081
H 2.74 7.63 -1.54 0.084
H 3.53 4.55 -2.63 0.113
H 2.29 2.45 -2.32 0.117
H 0.16 4.17 0.95 0.103
H 1.39 6.29 0.65 0.116
H 2.48 1.01 0.22 0.052
H 1.25 -0.14 0.87 0.020
H 1.60 1.38 1.74 0.050
C 1.62 -4.38 -2.17 -0.071
C 1.61 -3.17 -1.21 -0.753
C 2.70 -2.17 -1.65 -0.067
C 1.90 -3.66 0.23 -0.054
N 0.36 -2.52 -1.27 -0.125
H 2.63 -4.80 -2.23 0.070
H 1.32 -4.05 -3.16 0.069
H 0.94 -5.15 -1.83 0.065
H 3.65 -2.67 -1.85 0.067
H 2.84 -1.43 -0.87 0.056
H 2.37 -1.67 -2.55 0.073
H 2.87 -4.16 0.26 0.076
H 1.13 -4.35 0.56 0.073
H 1.91 -2.81 0.91 0.065
```

Values from the calculation:
Orbital gap (spin up / spin down) in hartree: 0.2271 / 0.2747
Relative energy (zero: lowest compared OMol25 entry of this formula, charge and spin) in eV: 0.590
Multiplicity: 5
Electronic energy in eV: -83242.2808
E_HOMO (spin up / spin down) in eV: -5.974 / -7.275

---

C19H21NO4 in the gas phase. Source: the OMol25 dataset; level of theory: wB97M-V/def2-TZVPD.

Geometry as XYZ:
```
45
Properties=species:S:1:pos:R:3:lowdin_charge:R:1
C 0.86 -7.36 0.00 -0.065
C 1.25 -5.92 0.27 -0.262
O 0.08 -5.20 0.59 -0.047
C 0.17 -3.88 0.89 -0.265
C 1.34 -3.14 0.89 -0.005
C 1.30 -1.79 1.21 -0.006
C 0.11 -1.16 1.52 -0.143
C -1.07 -1.91 1.53 -0.028
C -1.04 -3.25 1.22 0.003
H -1.93 -3.85 1.23 0.118
H -2.01 -1.46 1.81 0.112
C 0.15 0.29 1.85 -0.441
O 1.13 0.82 2.35 0.074
N -0.99 0.98 1.58 0.098
H -1.69 0.53 1.01 0.140
C -1.03 2.42 1.64 -0.305
C -2.24 2.89 2.42 -0.029
H -2.24 3.98 2.51 0.075
H -2.23 2.46 3.42 0.085
H -3.16 2.59 1.92 0.081
H -0.10 2.71 2.16 0.151
C -1.00 3.00 0.21 -0.242
C -0.48 4.44 0.16 -0.111
H -1.10 5.11 0.76 0.135
O -0.52 4.93 -1.16 -0.016
C 0.02 4.06 -2.07 -0.199
C 0.38 4.54 -3.32 -0.005
C 0.95 3.70 -4.26 -0.096
C 1.18 2.37 -3.94 -0.095
C 0.82 1.88 -2.70 -0.001
C 0.22 2.71 -1.77 -0.188
O -0.16 2.17 -0.57 0.009
H 0.97 0.84 -2.44 0.119
H 1.65 1.72 -4.66 0.100
H 1.22 4.09 -5.23 0.100
H 0.20 5.58 -3.54 0.118
H 0.55 4.45 0.54 0.153
H -2.02 2.98 -0.22 0.170
H 2.21 -1.21 1.22 0.122
H 2.29 -3.59 0.64 0.104
H 1.97 -5.87 1.10 0.126
H 1.73 -5.49 -0.62 0.126
H 1.74 -7.95 -0.25 0.076
H 0.39 -7.78 0.89 0.078
H 0.15 -7.41 -0.82 0.078
```

Values from the calculation:
Orbital gap in hartree: 0.3328
SMILES: CCOc1ccc(C(=O)N[C@H](C)[C@H]2COc3ccccc3O2)cc1
Relative energy (zero: lowest compared OMol25 entry of this formula, charge and spin) in eV: 1.218
Electronic energy in eV: -29724.0865
E_HOMO in eV: -8.326

---

C5H5N3 in the gas phase. Source: the OMol25 dataset; level of theory: wB97M-V/def2-TZVPD.

Geometry as XYZ:
```
13
Properties=species:S:1:pos:R:3:lowdin_charge:R:1
C 1.04 0.56 -1.89 -0.002
C -0.42 -1.20 -0.20 -0.115
C -0.09 -0.62 1.23 0.119
C 0.56 0.35 1.98 -0.019
C 0.26 1.05 3.14 -0.250
H 1.56 1.24 -2.45 0.005
H 1.59 -0.22 -1.37 0.039
H -1.99 -0.03 -1.00 0.069
H -1.25 -1.87 0.07 0.114
H 0.34 -1.62 -0.71 0.047
N -0.34 0.58 -1.84 -0.060
N -1.07 -0.06 -0.99 -0.063
N -0.20 1.86 4.03 0.115
```

Values from the calculation:
Orbital gap in hartree: 0.2863
SMILES: C=NNCC#CC#N
Relative energy (zero: lowest compared OMol25 entry of this formula, charge and spin) in eV: 6.978
Electronic energy in eV: -9728.5110
E_HOMO in eV: -8.937

---

12 unconnected molecules or ions with the total composition C5H35NO11S. Source: the OMol25 dataset; level of theory: wB97M-V/def2-TZVPD.

Geometry as XYZ:
```
53
Properties=species:S:1:pos:R:3:lowdin_charge:R:1
C 1.89 -0.75 -0.59 -0.255
C 1.81 0.76 -0.82 -0.245
C 3.20 1.52 -0.92 -0.565
S 4.63 0.50 -0.93 0.772
C 1.94 -0.85 0.93 -0.228
N 0.56 -0.78 1.52 -0.111
C 0.70 -0.69 3.00 -0.121
H 0.90 -1.10 -1.02 0.087
H 2.47 -1.44 -1.16 0.078
H 1.24 0.98 -1.78 0.121
H 1.30 1.12 0.01 0.043
H 3.02 2.04 -0.01 0.033
H 3.09 2.17 -1.79 0.072
H 4.02 -0.63 -1.30 -0.149
H 2.76 -0.08 1.28 0.094
H 2.43 -1.86 1.29 0.154
H 0.07 0.09 1.19 0.075
H 1.21 0.23 3.40 0.075
H -0.26 -0.54 3.57 0.069
H 1.19 -1.61 3.40 0.091
H -1.78 2.56 -2.46 0.005
H -2.94 2.70 -1.60 0.083
O -2.03 3.04 -1.75 0.009
H -4.41 0.87 0.36 0.035
H -2.78 1.05 0.19 0.013
O -3.68 1.49 0.30 -0.083
H 3.37 1.52 1.57 -0.023
H 2.86 1.01 2.89 0.026
O 3.61 1.56 2.52 -0.088
H -1.21 -0.33 -1.09 -0.044
H -0.89 0.70 -0.11 -0.041
O -1.39 -0.08 -0.26 -0.035
H -0.91 -1.96 -2.30 0.034
H -0.62 -0.66 -3.08 -0.060
O -1.28 -1.18 -2.75 -0.026
H -0.33 -2.39 0.25 0.065
H -0.30 -3.80 -0.64 0.050
O -0.45 -2.86 -0.66 -0.084
H 1.69 -1.61 -4.18 0.121
H 0.65 -0.53 -4.70 0.018
O 1.11 -0.80 -3.93 -0.054
H -4.03 -2.11 -1.18 0.015
H -3.53 -1.24 0.09 -0.007
O -4.07 -1.30 -0.72 -0.052
H -2.93 1.05 2.86 0.081
H -1.60 1.18 2.07 -0.049
O -1.97 0.81 2.83 -0.038
H -0.63 2.86 1.06 0.111
H -1.13 2.79 -0.36 0.025
O -0.64 2.24 0.29 -0.073
H -2.09 -2.39 2.40 0.091
H -1.52 -1.35 1.32 0.015
O -2.34 -1.93 1.52 -0.129
```

Values from the calculation:
Orbital gap in hartree: 0.3341
SMILES: CNCCCCS.O.O.O.O.O.O.O.O.O.O.O
Relative energy (zero: lowest compared OMol25 entry of this formula, charge and spin) in eV: 2.863
Electronic energy in eV: -40598.1076
E_HOMO in eV: -9.116

---

A molecular structure, C13H23I2InOP2Te. Source: the OMol25 dataset; level of theory: wB97M-V/def2-TZVPD.

Geometry as XYZ:
```
43
Properties=species:S:1:pos:R:3:lowdin_charge:R:1
I 0.00 -1.37 -6.36 0.110
I 0.00 1.35 -6.35 0.099
In 0.01 -0.14 0.18 0.417
P -2.50 0.03 0.15 0.710
C -3.32 -0.05 -1.46 -0.221
C -3.18 -1.37 1.12 -0.274
H -4.27 -1.33 1.27 0.085
H -4.14 1.50 1.16 0.079
H -2.71 -1.41 2.11 0.012
H -2.58 1.63 1.99 0.050
H -3.03 -0.96 -1.99 0.067
H -2.91 -2.31 0.63 0.034
C -3.06 1.52 1.01 -0.233
H -4.40 -0.05 -1.34 0.083
H -2.80 2.40 0.42 0.066
H -3.03 0.81 -2.07 0.064
P 2.51 0.02 0.16 0.710
C 3.32 -0.06 -1.44 -0.220
C 3.06 1.50 1.03 -0.235
H 2.70 -1.41 2.12 0.009
H 4.26 -1.36 1.28 0.086
H 2.89 -2.32 0.65 0.030
C 3.17 -1.38 1.13 -0.274
H 2.56 1.59 2.00 0.063
H 4.14 1.47 1.20 0.077
H 4.41 -0.07 -1.32 0.083
H 3.04 0.79 -2.06 0.065
H 2.80 2.39 0.45 0.065
H 3.04 -0.97 -1.98 0.068
C 0.00 -0.10 -2.21 -0.031
O 0.00 -0.10 -3.34 -0.001
Te 0.02 -2.58 1.75 1.022
C 0.20 -1.45 3.50 -0.654
C -0.52 -0.26 3.75 -0.166
C -0.28 0.42 4.95 -0.069
C 0.66 -0.07 5.85 -0.055
C 1.41 -1.23 5.57 -0.048
C 1.19 -1.92 4.38 -0.169
H -1.22 0.10 3.00 0.038
H -0.85 1.34 5.16 0.120
H 0.81 0.45 6.80 0.118
H 2.14 -1.61 6.30 0.125
H 1.74 -2.82 4.09 0.092
```

Values from the calculation:
Orbital gap in hartree: 0.1998
Charge: +2
Relative energy (zero: lowest compared OMol25 entry of this formula, charge and spin) in eV: 0.001
Electronic energy in eV: -63132.3010
E_HOMO in eV: -13.454

---

C4H11NO2 in the gas phase. Source: the OMol25 dataset; level of theory: wB97M-V/def2-TZVPD.

Geometry as XYZ:
```
18
Properties=species:S:1:pos:R:3:lowdin_charge:R:1
C 0.32 0.97 1.63 -0.222
O 1.33 1.98 1.58 -0.098
C 0.49 0.26 0.22 -0.382
C -0.29 -1.06 0.29 -0.167
C -0.21 -1.75 -1.05 -0.268
O -1.34 -1.64 -1.87 -0.086
N -0.09 1.07 -0.89 0.049
H 0.57 0.29 2.42 0.104
H -0.70 1.29 1.67 0.105
H 1.26 2.80 2.13 0.111
H 1.62 -0.03 0.09 0.167
H -1.15 -0.74 0.80 0.100
H 0.27 -1.72 1.02 0.136
H -0.25 -2.75 -0.83 0.079
H 0.57 -1.45 -1.81 0.150
H -0.13 2.07 -0.82 0.063
H -2.16 -1.27 -1.56 0.076
H -1.07 0.77 -1.09 0.082
```

Values from the calculation:
Orbital gap in hartree: 0.3629
SMILES: N[C@@H](CO)CCO
Relative energy (zero: lowest compared OMol25 entry of this formula, charge and spin) in eV: 2.783
Electronic energy in eV: -9909.4585
E_HOMO in eV: -9.081

---

C4H10N2O in the gas phase. Source: the OMol25 dataset; level of theory: wB97M-V/def2-TZVPD.

Geometry as XYZ:
```
17
Properties=species:S:1:pos:R:3:lowdin_charge:R:1
O 0.17 -0.27 -2.74 0.045
C 0.43 -0.11 -1.57 -0.264
C -0.52 0.45 -0.56 -0.350
C -0.79 1.95 -0.75 -0.041
N 0.13 0.38 0.79 -0.064
C 0.24 -0.92 1.43 -0.296
N 0.94 -1.90 0.56 0.022
H 1.48 -0.21 -1.27 0.113
H -1.43 -0.17 -0.56 0.145
H 0.03 2.52 -0.33 0.081
H -0.87 2.13 -1.83 0.082
H -1.75 2.14 -0.27 0.080
H -0.26 1.04 1.44 0.100
H -0.72 -1.30 1.82 0.110
H 0.88 -0.81 2.30 0.105
H 1.73 -2.23 1.08 0.060
H 0.31 -2.69 0.47 0.072
```

Values from the calculation:
Orbital gap in hartree: 0.3655
SMILES: C[C@@H](C=O)NCN
Relative energy (zero: lowest compared OMol25 entry of this formula, charge and spin) in eV: 2.098
Electronic energy in eV: -9336.8899
E_HOMO in eV: -9.093

---

A molecular structure, C8H17N7O3W. Source: the OMol25 dataset; level of theory: wB97M-V/def2-TZVPD.

Geometry as XYZ:
```
36
Properties=species:S:1:pos:R:3:lowdin_charge:R:1
W -0.10 -0.51 -0.92 1.947
N -2.28 -0.85 -1.60 0.006
C -2.60 -2.28 -2.05 -0.014
C -1.29 -2.85 -2.47 0.042
O -0.34 -2.16 -0.69 -0.286
N -0.50 -3.00 -3.30 0.286
C 0.92 -2.71 -3.56 0.103
C 1.01 -1.32 -2.87 -0.445
O 1.70 -1.04 -1.82 0.008
O 0.04 -0.51 -3.04 -0.042
H -2.91 -0.62 -0.82 0.149
H -2.57 -0.23 -2.37 0.144
H -3.22 -2.25 -2.96 0.183
H -3.09 -2.85 -1.27 0.169
H 1.11 -2.69 -4.63 0.182
H 1.56 -3.45 -3.08 0.182
C 1.51 -0.55 3.46 0.062
N 1.08 0.78 2.96 -0.046
C 1.35 1.91 3.89 0.075
C 0.59 0.92 1.77 -0.281
N 0.33 -0.19 0.97 -0.010
N 0.29 2.17 1.27 0.212
C -0.20 2.51 0.03 -0.377
N -0.43 3.78 -0.20 0.299
N -0.37 1.56 -0.92 -0.042
H 1.82 -0.44 4.49 0.127
H 2.37 -0.91 2.89 0.132
H 0.68 -1.26 3.45 0.122
H 1.12 1.57 4.89 0.132
H 0.71 2.77 3.70 0.105
H 2.41 2.18 3.82 0.144
H 0.45 -1.05 1.52 0.097
H 0.49 2.94 1.89 0.163
H -0.26 4.51 0.49 0.179
H -0.78 4.11 -1.09 0.177
H -0.60 1.99 -1.81 0.118
```

Values from the calculation:
Orbital gap in hartree: 0.2766
Charge: +4
Relative energy (zero: lowest compared OMol25 entry of this formula, charge and spin) in eV: 1.467
Electronic energy in eV: -26925.8661
E_HOMO in eV: -23.981

---

C4H5NOS in the gas phase. Source: the OMol25 dataset; level of theory: wB97M-V/def2-TZVPD.

Geometry as XYZ:
```
12
Properties=species:S:1:pos:R:3:lowdin_charge:R:1
C -0.34 -0.51 0.03 -0.475
C 0.89 0.41 -0.15 -0.086
C 0.74 1.70 0.09 -0.019
C -1.51 0.08 -0.17 -0.693
H 0.75 -3.16 0.31 0.136
H 1.99 -0.03 0.03 0.149
H 1.40 2.61 -0.05 0.087
H -0.32 2.09 0.30 0.060
H -1.39 1.30 -0.30 0.094
N -0.22 -1.72 -0.09 0.021
O 0.99 -2.26 -0.01 -0.006
S -2.99 -0.49 0.01 0.732
```

Values from the calculation:
Orbital gap in hartree: 0.2797
SMILES: C=C/C(C=S)=N\O
Relative energy (zero: lowest compared OMol25 entry of this formula, charge and spin) in eV: 5.375
Electronic energy in eV: -18596.5436
E_HOMO in eV: -8.507

---

A molecular structure, C5H9N2. Source: the OMol25 dataset; level of theory: wB97M-V/def2-TZVPD.

Geometry as XYZ:
```
16
Properties=species:S:1:pos:R:3:lowdin_charge:R:1
C -0.35 0.76 0.20 -0.140
C 1.36 -2.00 0.88 -0.039
C 0.71 -0.94 1.61 0.054
C 0.75 -0.15 0.53 -0.217
C -2.68 0.95 -0.38 -0.064
N -1.32 0.31 -0.51 0.004
N 1.52 -1.00 -0.30 0.155
H -0.35 1.57 0.87 0.119
H 2.31 -2.35 1.32 0.148
H 0.64 -2.84 0.62 0.169
H 0.41 -0.78 2.59 0.124
H -3.39 0.85 -1.17 0.065
H -2.26 2.03 -0.41 0.103
H -3.03 0.76 0.67 0.098
H 2.45 -0.72 -0.48 0.158
H 1.14 -1.28 -1.32 0.263
```

Values from the calculation:
Orbital gap in hartree: 0.3585
Charge: +1
Relative energy (zero: lowest compared OMol25 entry of this formula, charge and spin) in eV: 5.364
Electronic energy in eV: -8300.3681
E_HOMO in eV: -13.496